No. 1
The following is a DFT calculation (ωB97M-V with the def2-TZVPD basis set) of C31H34As2FN3OPb as an isolated structure at a distorted geometry.

Positions of all 73 atoms, in Å:
Pb: 0.24 -0.79 0.51
As: -2.12 0.60 0.68
As: -0.90 -0.51 -2.31
F: 0.33 -7.99 -1.20
O: 0.55 1.34 -0.79
N: 2.42 1.64 0.43
N: 0.65 -0.65 3.07
N: 2.06 0.73 1.27
C: 0.21 -6.83 -0.58
C: -2.13 -1.61 -3.41
C: 2.03 3.13 -1.37
C: -1.96 1.12 -2.19
C: -0.23 -3.26 1.54
C: -1.05 -6.22 -0.54
C: 1.34 -6.25 0.00
C: -3.73 -0.54 0.74
C: 0.41 -0.02 -3.68
C: 1.61 1.97 -0.58
C: -0.10 -1.24 4.00
C: 0.38 -1.60 5.25
C: 3.72 4.68 -2.10
C: 2.77 5.36 -2.84
C: 3.84 1.27 2.82
C: 3.36 3.57 -1.37
C: -2.90 3.05 -3.29
C: -3.40 3.50 -2.08
C: 1.20 -5.05 0.65
C: 2.61 0.53 2.41
C: -2.19 1.86 -3.34
C: 1.72 -1.34 5.53
C: 2.48 -0.66 4.60
C: -1.18 -5.02 0.11
C: 1.07 3.82 -2.12
C: -3.17 2.77 -0.92
C: 1.91 -0.31 3.37
C: -2.45 1.59 -0.97
C: -0.07 -4.41 0.75
C: 1.44 4.94 -2.84
C: -2.49 1.85 2.15
H: 4.68 0.60 2.94
H: 1.20 -0.76 -3.74
H: -4.63 0.09 0.77
H: -3.54 2.14 2.16
H: -1.80 1.52 -4.29
H: 0.84 0.94 -3.40
H: 3.05 6.23 -3.41
H: -2.70 -0.96 -4.08
H: -1.13 -1.42 3.72
H: -1.89 -6.70 -1.01
H: 2.06 -4.59 1.11
H: 3.66 1.78 3.77
H: 0.54 -3.05 2.27
H: -3.71 -1.16 1.64
H: 2.14 -1.63 6.48
H: 4.10 3.02 -0.80
H: -3.55 3.15 0.02
H: -1.23 -2.96 1.79
H: -0.27 -2.07 5.96
H: -3.97 4.41 -2.04
H: -2.83 -2.17 -2.79
H: 0.70 5.50 -3.39
H: 4.74 5.02 -2.10
H: -1.85 2.72 2.04
H: -2.14 -4.54 0.16
H: -1.56 -2.32 -4.01
H: 2.29 -6.74 -0.08
H: 4.09 2.01 2.06
H: 0.04 3.49 -2.09
H: -3.05 3.63 -4.19
H: -2.26 1.36 3.10
H: 3.51 -0.42 4.82
H: -0.06 0.06 -4.67
H: -3.77 -1.17 -0.14

Output
**E_HOMO (spin up / spin down)**: -12.849 / -12.849 eV
**Total charge**: +2
**Frontier orbital gap (spin up / spin down)**: 4.66 / 4.66 eV
**ΔE to the lowest compared entry with this formula, charge and spin**: 1.076 eV

No. 2
The following is a DFT calculation (ωB97M-V with the def2-TZVPD basis set) of a 2-piece molecular cluster, C37H34F3N2 overall at a distorted geometry.

Positions of all 76 atoms, in Å:
F: 2.81 0.69 -1.68
F: 3.18 2.17 1.19
F: -2.86 2.14 2.08
N: -0.07 0.00 -3.93
N: 1.20 -3.12 -6.37
C: 0.19 -2.38 -4.35
C: 0.74 0.14 -2.72
C: 2.14 0.75 -2.95
C: 0.61 -0.82 -6.14
C: 4.31 -0.28 -5.96
C: 2.94 0.83 1.37
C: -0.18 0.96 -1.77
C: 1.24 2.57 -4.44
C: 1.65 0.36 1.21
C: 1.09 -1.90 -6.90
C: 0.66 -3.40 -5.20
C: 3.27 -1.40 -3.63
C: 2.52 -1.88 1.59
C: 1.15 3.89 -4.87
C: -2.31 -1.88 1.41
C: -3.80 0.00 1.76
C: -2.67 0.79 1.93
C: 3.60 0.52 -5.05
C: -1.59 0.93 -2.38
C: 0.11 -1.62 1.13
C: 5.41 0.58 1.69
C: -1.38 0.30 1.92
C: -1.15 -1.05 1.47
C: 2.54 4.57 -3.01
C: 4.04 0.01 1.61
C: 2.65 3.23 -2.60
C: -5.16 0.59 1.74
C: 3.01 -0.06 -3.93
C: 0.26 -1.06 -4.81
C: -3.58 -1.37 1.54
C: 3.79 -1.37 1.73
C: 4.00 -2.19 -4.52
C: 4.52 -1.63 -5.69
C: -1.49 0.04 -3.61
C: 2.02 2.23 -3.34
C: 1.82 4.89 -4.16
C: 1.40 -1.04 1.30
H: 0.85 1.07 1.04
H: 0.68 1.78 -4.93
H: 6.13 -0.23 1.76
H: -1.89 1.94 -2.69
H: 1.37 -1.74 -7.94
H: 2.33 -2.94 1.78
H: 5.65 1.19 0.82
H: -2.07 0.40 -4.46
H: -2.15 -2.96 1.34
H: -4.45 -2.02 1.46
H: 0.91 -0.86 -2.28
H: 0.18 1.99 -1.66
H: 0.59 -4.45 -4.90
H: -0.15 0.48 -0.78
H: 1.75 5.93 -4.48
H: -5.32 1.22 0.86
H: 4.70 0.18 -6.87
H: -0.18 -2.62 -3.36
H: 3.20 2.98 -1.69
H: 3.49 1.59 -5.23
H: 5.08 -2.25 -6.40
H: 3.03 5.34 -2.42
H: 4.15 -3.25 -4.30
H: 0.57 0.19 -6.53
H: -1.84 -0.99 -3.38
H: -2.34 0.55 -1.67
H: -5.37 1.20 2.62
H: -0.57 0.90 2.34
H: 0.09 -2.70 0.93
H: 5.52 1.21 2.58
H: -5.90 -0.22 1.70
H: 0.56 4.12 -5.76
H: 2.91 -1.82 -2.69
H: 4.64 -2.03 1.93

Output
**E_HOMO**: -10.772 eV
**Total charge**: +1
**Frontier orbital gap**: 4.77 eV
**ΔE to the lowest compared entry with this formula, charge and spin**: 0.000 eV

No. 3
The following is a DFT calculation (ωB97M-V with the def2-TZVPD basis set) of one molecule with the formula C11H9NO2 at a distorted geometry.

Positions of all 23 atoms, in Å:
O: -3.55 -0.03 -0.81
O: -2.21 1.97 -1.08
N: 1.25 -0.68 -0.01
C: -3.14 -1.45 -0.58
C: -1.89 -1.71 -0.41
C: -0.69 -1.99 -0.08
C: -2.82 0.78 -1.64
C: 2.47 -0.59 2.07
C: 2.14 -0.14 0.76
C: 0.22 1.64 -0.53
C: -0.96 1.91 -0.76
C: 1.64 1.89 -0.36
C: 0.58 -1.81 0.26
C: 2.61 1.14 0.26
H: 1.95 2.73 -0.96
H: 1.15 -2.52 0.92
H: -3.93 -2.13 -0.42
H: 3.65 1.48 0.15
H: -2.07 0.18 -2.09
H: 2.11 -1.57 2.34
H: -3.60 1.16 -2.23
H: 1.72 0.05 2.75
H: 3.38 -0.32 2.43

Output
**SMILES**: CC1=N\C=C=C=COCOC#C/C=C\1
**E_HOMO**: -7.895 eV
**Frontier orbital gap**: 7.61 eV
**ΔE to the lowest compared entry with this formula, charge and spin**: 5.595 eV